Arrangement a

ORCA calculation (ωB97M-V with the def2-TZVPD basis set) on a cluster of 2 separate species, C4H9NO4 in total.

lowest unoccupied orbital energy = 0.0245 hartree
SMILES string = NC=C(O)O.CC(=O)O
HOMO level = -7.40 eV

Each atom is followed by the atoms it is bonded to, with distances in Å.
Element x y z (Å)
1 N -0.201 0.274 2.409  C2 1.369, H6 1.018, H7 1.024
2 C -0.921 0.595 1.290  N1 1.369, C3 1.354, H8 1.087
3 C -0.471 1.323 0.241  C2 1.354, O4 1.368, O5 1.372
4 O -1.344 1.736 -0.728  C3 1.368, H9 0.973
5 O 0.749 1.947 0.310  C3 1.372, H10 0.986
6 H -0.756 0.302 3.262  N1 1.018
7 H 0.650 0.841 2.462  N1 1.024
8 H -1.928 0.187 1.276  C2 1.087
9 H -0.843 2.384 -1.253  O4 0.973
10 H 1.318 1.471 -0.340  O5 0.986
11 C -0.073 -1.616 -1.661  C12 1.499, H15 1.093, H16 1.092, H17 1.093
12 C 1.018 -0.815 -1.016  C11 1.499, O13 1.228, O14 1.373
13 O 1.697 0.028 -1.597  C12 1.228
14 O 1.382 -1.278 0.225  C12 1.373, H18 0.977
15 H 0.079 -1.644 -2.743  C11 1.093
16 H -1.045 -1.169 -1.443  C11 1.092
17 H -0.061 -2.648 -1.302  C11 1.093
18 H 0.749 -1.916 0.608  O14 0.977

Atomic partial charges in e from the natural (NBO) method, atoms 1 to 2: atom 1 (N): -0.829, atom 2 (C): -0.139


Arrangement b

ORCA calculation (ωB97M-V with the def2-TZVPD basis set) on a cluster of 3 separate species, C4H9NO4 in total.

lowest unoccupied orbital energy = 0.0195 hartree
SMILES string = CC(=O)O.N=C=O.CO
HOMO level = -9.59 eV

Each atom is followed by the atoms it is bonded to, with distances in Å.
Element x y z (Å)
1 C 1.330 -2.055 -1.172  C2 1.504, H5 1.088, H6 1.087, H7 1.084
2 C 1.113 -0.654 -0.670  C1 1.504, O3 1.227, O4 1.348
3 O 0.740 0.263 -1.395  C2 1.227
4 O 1.722 -0.334 0.489  C2 1.348, H8 0.968
5 H 2.393 -2.218 -1.338  C1 1.088
6 H 0.981 -2.779 -0.440  C1 1.087
7 H 0.788 -2.197 -2.100  C1 1.084
8 H 1.904 -1.120 1.023  O4 0.968
9 N -1.111 -1.098 0.396  C10 1.246, H12 1.004
10 C -1.608 -0.142 1.022  N9 1.246, O11 1.175
11 O -2.074 0.252 2.026  C10 1.175
12 H -1.692 -1.770 -0.071  N9 1.004
13 C -0.806 2.605 0.624  O14 1.422, H15 1.090, H16 1.093, H17 1.087
14 O -1.151 1.455 -0.138  C13 1.422, H18 1.048
15 H -0.475 3.401 -0.043  C13 1.090
16 H -0.012 2.364 1.334  C13 1.093
17 H -1.691 2.901 1.180  C13 1.087
18 H -0.351 1.127 -0.729  O14 1.048

Atomic partial charges in e from the natural (NBO) method, atoms 1 to 2: atom 1 (C): -0.735, atom 2 (C): 0.870


Least stable: arrangement b